*one*
2 unconnected molecules or ions with the total composition C4H12NO, computed with wB97M-V/def2-TZVPD.

Structure (XYZ):
```
18
Properties=species:S:1:pos:R:3
H -2.063 0.386 -1.628
O -2.429 0.729 -0.757
H -0.966 0.907 0.182
C 0.269 0.033 1.610
H -0.394 -1.851 0.623
C 0.610 -1.011 -0.825
H 1.028 0.398 2.296
H 1.645 -0.036 -2.418
C 0.507 -1.222 0.689
H -0.161 2.157 1.092
H -3.114 1.317 -1.113
C 1.717 -0.505 -1.390
H -0.638 -0.033 2.347
N -0.072 1.207 0.685
H 0.595 1.067 -0.108
H -0.435 -1.075 -1.375
H 1.241 -1.980 0.923
H 2.659 -0.488 -0.834
```

For the LUMO energy, the calculation gives -3.20 eV. As for the multiplicity: 1. The net charge is +1.



*two*
A gas-phase ion, C4H12NO (charge +1), computed with wB97M-V/def2-TZVPD.

Structure (XYZ):
```
18
Properties=species:S:1:pos:R:3
H 1.531 -0.174 1.037
H -1.306 -1.965 -1.984
O -0.950 -1.643 -1.176
H -1.394 -0.574 0.420
H -0.534 -1.655 1.187
H 1.105 2.421 0.659
C 0.582 0.281 0.692
C 0.322 -1.054 -1.498
C 0.400 1.738 1.192
H -0.699 0.752 -0.908
H 0.832 1.119 -1.529
C 0.286 0.382 -0.958
H -0.664 2.077 0.900
H 1.165 -1.810 -1.164
H 0.343 2.135 2.276
H 0.510 -1.023 -2.559
N -0.663 -0.642 1.230
H -0.866 -0.365 2.182
```

For the LUMO energy, the calculation gives -3.10 eV. As for the SMILES: C[C@@H]([NH3+])CCO. As for the multiplicity: 1. The net charge is +1.



Most stable pick: *two*. Distance to second place: 0.150 eV.